Record 1
Below is a structure of composition C28H23BrN6O4SZr in a non-equilibrium geometry, with properties calculated with wB97M-V/def2-TZVPD.

```
! RIJCOSX wB97M-V def2-TZVPD def2/J DEFGRID3
* xyz 0 1
Zr -0.137 0.521 0.509
N 2.877 2.620 3.134
C 1.970 1.706 2.657
S 0.314 2.278 2.541
N 2.448 0.541 2.338
N 1.459 -0.309 1.833
C 1.485 -1.515 2.298
C 0.315 -2.346 2.394
C 0.417 -3.707 2.726
C -0.684 -4.406 3.160
C -1.894 -3.725 3.347
C -2.020 -2.384 3.069
C -0.935 -1.679 2.517
O -1.046 -0.424 2.172
H 2.497 3.397 3.645
H 3.741 2.230 3.479
H 2.387 -1.808 2.835
H 1.381 -4.195 2.643
H -0.611 -5.460 3.392
H -2.754 -4.266 3.722
H -2.958 -1.864 3.207
C -0.267 3.522 -3.345
O 1.091 3.194 -3.063
C 1.388 1.871 -3.251
C 2.307 1.516 -4.214
C 2.655 0.182 -4.431
C 2.052 -0.800 -3.681
C 1.153 -0.465 -2.661
C 0.377 -1.483 -1.984
N -0.138 -1.283 -0.830
N -1.269 -2.073 -0.519
C -2.242 -1.260 -0.222
O -2.107 0.042 -0.154
C -3.562 -1.843 0.118
C -4.571 -1.007 0.582
C -5.798 -1.539 0.953
C -6.018 -2.905 0.858
C -5.012 -3.740 0.386
C -3.788 -3.213 0.015
C 0.815 0.889 -2.413
O -0.032 1.230 -1.462
H -0.391 4.571 -3.082
H -0.950 2.910 -2.753
H -0.475 3.388 -4.410
H 2.748 2.310 -4.804
H 3.375 -0.072 -5.197
H 2.274 -1.845 -3.862
H 0.071 -2.383 -2.517
H -4.379 0.053 0.660
H -6.580 -0.887 1.317
H -6.973 -3.322 1.152
H -5.185 -4.806 0.309
H -2.994 -3.855 -0.341
Br 3.835 0.280 -0.602
C 3.311 2.091 -0.416
C 4.266 3.067 -0.677
C 3.861 4.387 -0.627
C 2.531 4.669 -0.341
C 1.673 3.619 -0.095
N 2.055 2.337 -0.107
H 5.278 2.781 -0.917
H 4.571 5.180 -0.822
H 2.156 5.682 -0.311
H 0.634 3.804 0.141
*
```

ΔE to the lowest compared entry with this formula, charge and spin ... 56.7 kcal/mol
Gap between HOMO and LUMO ... 0.2741 Eh
E_HOMO ... -7.8 eV
LUMO ... -0.3 eV

Let us look at the natural (NBO) charges, expressed in e, one per atom:
1. Zr 2.365
2. N -0.815
3. C 0.304
4. S -0.339
5. N -0.428
6. N -0.465
7. C 0.186
8. C -0.255
9. C -0.131
10. C -0.274
11. C -0.154
12. C -0.306
13. C 0.483
14. O -0.825
15. H 0.397
16. H 0.393
17. H 0.202
18. H 0.209
19. H 0.214
20. H 0.213
21. H 0.229
22. C -0.250
23. O -0.524
24. C 0.205
25. C -0.211
26. C -0.246
27. C -0.157
28. C -0.221
29. C 0.191
30. N -0.433
31. N -0.398
32. C 0.555
33. O -0.811
34. C -0.058
35. C -0.185
36. C -0.222
37. C -0.200
38. C -0.222
39. C -0.176
40. C 0.398
41. O -0.857
42. H 0.189
43. H 0.198
44. H 0.173
45. H 0.225
46. H 0.218
47. H 0.213
48. H 0.203
49. H 0.233
50. H 0.214
51. H 0.212
52. H 0.213
53. H 0.235
54. Br 0.100
55. C 0.193
56. C -0.286
57. C -0.140
58. C -0.248
59. C 0.087
60. N -0.515
61. H 0.237
62. H 0.223
63. H 0.225
64. H 0.216



Record 2
Below is a cluster of 2 separate species, CH3FIN in total in a non-equilibrium geometry, with properties calculated with wB97M-V/def2-TZVPD.

```
! RIJCOSX wB97M-V def2-TZVPD def2/J DEFGRID3
* xyz 0 1
C 0.583 0.336 0.746
N -0.517 -0.949 -1.100
F -0.469 0.496 1.530
I 1.278 2.043 -0.181
H 1.285 -0.406 1.086
H -1.227 -1.359 -0.495
H -0.934 -0.162 -1.587
*
```

ΔE to the lowest compared entry with this formula, charge and spin ... 84.3 kcal/mol
Gap between HOMO and LUMO (spin up / spin down) ... 0.2829 / 0.2829 Eh
E_HOMO (spin up / spin down) ... -8.6 / -8.6 eV
LUMO (spin up / spin down) ... -0.9 / -0.9 eV

Let us look at the natural (NBO) charges, expressed in e, one per atom:
1. C 0.157
2. N -0.873
3. F -0.324
4. I 0.211
5. H 0.186
6. H 0.322
7. H 0.321



Record 3
Below is the molecule C7H13OP in a non-equilibrium geometry, with properties calculated with wB97M-V/def2-TZVPD.

```
! RIJCOSX wB97M-V def2-TZVPD def2/J DEFGRID3
* xyz 0 1
C 1.347 0.303 -0.898
C -1.516 -0.177 -0.815
C 1.379 -1.269 -0.491
C -1.228 -1.525 -0.091
C 1.309 1.470 0.277
C -1.495 0.829 0.353
C -0.040 -1.915 -0.143
O -0.347 2.480 2.205
P -0.039 1.188 1.464
H 2.397 0.482 -1.280
H 0.465 0.486 -1.550
H -0.837 -0.194 -1.743
H -2.472 -0.049 -1.323
H 1.934 -1.864 -1.263
H 1.966 -1.318 0.520
H 0.056 -0.191 2.315
H -2.122 -2.007 0.240
H 2.280 1.478 0.825
H 0.970 2.468 -0.040
H -1.853 1.802 0.033
H -2.254 0.417 1.076
H 0.099 -2.895 0.328
*
```

ΔE to the lowest compared entry with this formula, charge and spin ... 45.4 kcal/mol
Gap between HOMO and LUMO ... 0.3819 Eh
E_HOMO ... -9.6 eV
LUMO ... 0.8 eV

Let us look at the natural (NBO) charges, expressed in e, one per atom:
1. C -0.414
2. C -0.444
3. C -0.442
4. C -0.192
5. C -0.777
6. C -0.770
7. C -0.196
8. O -1.088
9. P 1.671
10. H 0.221
11. H 0.219
12. H 0.207
13. H 0.219
14. H 0.233
15. H 0.219
16. H -0.067
17. H 0.217
18. H 0.242
19. H 0.262
20. H 0.244
21. H 0.240
22. H 0.197



Record 4
Below is a cluster of 3 separate species, C2H10N2O2 in total in a non-equilibrium geometry, with properties calculated with wB97M-V/def2-TZVPD.

```
! RIJCOSX wB97M-V def2-TZVPD def2/J DEFGRID3
* xyz 0 1
C -1.539 -0.399 0.079
N -3.575 -1.327 1.694
C -2.676 -0.326 2.103
N -1.662 0.044 1.457
H -0.859 0.227 -0.483
H -2.515 -0.404 -0.418
H -1.212 -1.450 0.098
H -4.064 -1.726 2.484
H -3.099 -1.974 1.086
H -2.927 0.158 3.039
H 2.623 0.539 -1.974
H 2.591 1.229 -0.646
O 3.092 0.558 -1.129
H 6.011 1.441 -2.683
H 4.665 1.541 -1.966
O 5.145 1.870 -2.741
*
```

ΔE to the lowest compared entry with this formula, charge and spin ... 15.9 kcal/mol
Gap between HOMO and LUMO ... 0.3621 Eh
E_HOMO ... -9.2 eV
LUMO ... 0.7 eV

Let us look at the natural (NBO) charges, expressed in e, one per atom:
1. C -0.454
2. N -0.841
3. C 0.274
4. N -0.481
5. H 0.204
6. H 0.187
7. H 0.181
8. H 0.385
9. H 0.380
10. H 0.165
11. H 0.477
12. H 0.476
13. O -0.942
14. H 0.465
15. H 0.486
16. O -0.961



Q: Look up the ΔE to the lowest compared entry with this formula, charge and spin of the first one.
A: 56.7 kcal/mol



Q: Which value of ΔE to the lowest compared entry with this formula, charge and spin does entry 3 give?
A: 45.4 kcal/mol